Entry from the Open Molecules 2025 dataset: C41H31N2P2PtS7 as an isolated structure in a non-equilibrium geometry (ωB97M-V/def2-TZVPD).

Geometry as XYZ:
```
84
Properties=species:S:1:pos:R:3:lowdin_charge:R:1
Pt -1.309 0.659 -0.906 0.751
S -1.250 5.579 -1.932 0.909
S 0.376 8.051 -1.772 0.587
S 1.635 5.391 -2.151 0.924
S -1.761 2.706 -2.343 0.628
S -1.171 -1.977 -1.289 0.460
S 1.700 2.460 -2.563 0.806
S -0.449 2.534 0.957 0.450
P 0.546 -1.695 -0.308 0.472
P 0.972 1.136 1.113 0.485
N -3.302 0.621 0.373 0.014
N -2.991 0.007 -2.280 -0.138
C 4.247 -2.842 -2.752 -0.061
C 1.894 -2.831 1.854 -0.082
C 4.983 1.534 0.508 -0.060
C -6.724 -0.480 -0.481 -0.006
C -3.874 -0.735 -4.361 -0.014
C 3.722 0.984 0.663 -0.090
C -0.606 3.960 -2.181 -1.130
C -0.151 -0.880 4.440 -0.068
C 0.917 -0.696 5.309 -0.066
C -4.365 0.156 -0.309 -0.151
C -4.205 -0.151 -1.707 -0.156
C 1.176 1.988 -4.243 -0.338
C -3.424 0.892 1.655 -0.133
C 2.632 1.822 0.887 -0.371
C 0.876 -4.349 3.412 -0.062
C 0.262 6.431 -1.933 -1.492
C -0.327 -4.259 2.728 -0.065
C 3.510 -3.829 -2.110 -0.061
C 4.064 3.743 0.791 -0.059
C 0.751 3.901 -2.314 -0.999
C -6.580 -0.759 -1.794 -0.006
C 3.874 -1.510 -2.647 -0.060
C 2.021 -2.151 -1.258 -0.337
C 1.985 -3.635 2.976 -0.059
C 2.397 -3.489 -1.360 -0.075
C -0.125 -0.308 3.182 -0.108
C 2.798 3.199 0.944 -0.107
C 0.681 -2.732 1.174 -0.356
C 0.983 0.441 2.790 -0.335
C -5.617 -0.034 0.305 -0.132
C 2.031 0.667 3.674 -0.063
C -5.313 -0.618 -2.441 -0.128
C 5.153 2.911 0.582 -0.058
C 2.755 -1.165 -1.906 -0.096
C -5.117 -0.902 -3.803 0.021
C 0.452 0.024 -0.128 -0.691
C 1.993 0.095 4.938 -0.062
C -5.720 0.238 1.680 0.013
C -0.430 -3.443 1.612 -0.101
C -2.830 -0.278 -3.556 -0.168
C -4.618 0.693 2.357 -0.019
H -7.425 -1.091 -2.383 0.123
H 1.938 3.837 1.112 0.078
H -4.660 0.912 3.414 0.115
H 2.925 -3.717 3.505 0.114
H 3.808 -4.866 -2.188 0.112
H 2.806 0.267 5.631 0.111
H 2.761 -2.283 1.505 0.108
H 0.912 -1.181 6.276 0.111
H -2.553 1.298 2.154 0.056
H 0.953 -4.981 4.287 0.112
H 2.454 -0.133 -1.806 0.050
H -1.834 -0.146 -3.960 0.111
H -1.365 -3.362 1.072 0.070
H -0.947 -0.449 2.488 0.092
H -6.665 0.085 2.184 0.126
H 6.142 3.336 0.479 0.112
H 4.456 -0.739 -3.135 0.112
H -3.694 -0.942 -5.406 0.118
H 1.820 -4.250 -0.849 0.116
H -0.996 -1.483 4.743 0.111
H 2.871 1.277 3.370 0.106
H -7.687 -0.581 0.001 0.123
H 1.610 2.693 -4.947 0.044
H 5.122 -3.113 -3.329 0.111
H 0.090 2.004 -4.296 0.001
H 1.556 0.984 -4.423 0.036
H 3.582 -0.089 0.609 0.096
H 4.197 4.816 0.829 0.114
H -5.955 -1.243 -4.397 0.128
H -1.186 -4.827 3.058 0.111
H 5.835 0.892 0.327 0.111
```

Its net charge is +1. As for the spin multiplicity: 1. The energy relative to the best compared isomer or geometry (same formula, charge and spin) comes out at 310.7 kJ/mol. The calculation puts the HOMO energy (spin up / spin down) at -9.7 / -9.7 eV.